Record 1
{
  "formula": "C5H14NO2",
  "method": "ωB97M-V/def2-TZVPD",
  "energy_ha": -404.129132,
  "homo_lumo_gap_ev": 6.535,
  "lumo_ev": 3.5,
  "total_charge": -1,
  "elements": ["C", "N", "C", "O", "C", "C", "C", "H", "H", "H", "H", "H", "H", "H", "H", "H", "H", "H", "H", "H", "H", "O"],
  "xyz": [[0.52582, 0.15448, -0.13473], [0.49599, -0.98758, 0.80754], [-0.03256, -2.26566, 0.08100], [0.96859, -2.99246, -0.42486], [-0.90861, 0.69012, -0.35671], [-1.10089, 2.11396, 0.27448], [-1.54348, 3.11932, -0.77883], [1.14555, 0.91981, 0.33418], [1.02780, -0.22358, -1.04070], [1.46070, -1.25436, 1.00930], [-0.54850, -2.77782, 0.90698], [-0.79084, -1.91796, -0.66763], [-1.51073, 0.01747, 0.24693], [-1.24923, 0.69563, -1.38870], [-1.80908, 2.12572, 1.10763], [-0.14909, 2.42673, 0.70242], [-0.92240, 2.96562, -1.66308], [-1.50470, 4.14301, -0.38112], [-2.55697, 3.02441, -1.16590], [2.95812, -3.55968, 1.59616], [2.67646, -3.23825, 0.11243], [3.36805, -3.17890, 0.82321]],
  "forces_ev_per_a": [[0.22, -1.17, 0.20], [-0.75, 0.02, -0.51], [1.30, 0.37, 0.69], [-0.12, -0.13, -0.56], [0.39, 0.63, 1.53], [-0.31, -0.44, -0.60], [0.08, 0.45, -0.01], [0.12, 0.19, -0.26], [-0.22, 0.52, -0.24], [-0.17, 0.03, -0.11], [-0.51, -0.22, 0.04], [0.13, -0.01, 0.23], [-0.34, -0.23, -0.38], [0.07, -0.13, -0.11], [-0.04, -0.25, -0.05], [0.04, 0.17, -0.05], [0.26, 0.55, 0.03], [0.33, -0.06, -0.35], [-0.28, -0.50, 0.31], [-0.36, -0.11, 0.05], [-0.53, 0.33, 0.65], [0.70, -0.02, -0.52]]
}

***

Record 2
{
  "formula": "C5H14NO2",
  "method": "ωB97M-V/def2-TZVPD",
  "energy_ha": -403.933841,
  "homo_lumo_gap_ev": 6.949,
  "lumo_ev": 3.5,
  "total_charge": -1,
  "elements": ["C", "N", "C", "C", "C", "C", "O", "H", "H", "H", "H", "H", "H", "H", "H", "H", "H", "H", "H", "H", "H", "O"],
  "xyz": [[-0.11915, -3.49484, -1.78991], [-0.03806, -0.29050, -1.85512], [0.86750, 2.17682, 0.22612], [0.48532, 1.18488, -1.01238], [0.11461, -0.21779, -0.48972], [-1.21431, -0.31277, 0.23564], [-1.24690, 0.35268, 1.50093], [0.42964, -4.32023, -2.12441], [-0.85530, -3.47226, -2.56999], [-0.61202, -3.33340, -0.89052], [0.54131, -2.67488, -2.01791], [1.80676, 1.98524, 0.65063], [0.92058, 3.23154, -0.05264], [0.12475, 2.18485, 1.07116], [-0.32648, 1.68508, -1.43868], [1.52220, 1.28984, -1.51386], [0.98244, -0.78844, -0.07924], [-1.90043, 0.09630, -0.53124], [-1.60726, -1.34233, 0.39038], [1.77690, 0.59510, 2.77117], [-0.33955, 0.63943, 1.86288], [0.87178, 0.92730, 2.80402]],
  "forces_ev_per_a": [[0.20, 1.36, -2.60], [0.55, -0.61, 0.23], [-2.42, 0.38, 0.82], [3.96, 2.74, 1.30], [-0.39, -2.74, -1.23], [-0.15, 1.10, 1.66], [-1.02, -0.29, -1.21], [0.85, -1.97, 0.95], [-0.82, 0.45, -0.43], [-0.34, -0.57, 1.91], [0.10, 0.69, 0.16], [1.10, -0.90, 0.54], [-0.17, -0.09, -1.07], [0.91, -0.38, -1.11], [-0.93, 0.80, -1.09], [-2.14, -0.51, 0.08], [-0.34, 0.81, 0.22], [-0.12, 0.38, 0.59], [0.80, 0.08, -0.26], [-0.23, -0.02, -0.10], [0.53, -0.76, 0.53], [0.07, 0.03, 0.12]]
}

***

Record 3
{
  "formula": "C5H14NO2",
  "method": "ωB97M-V/def2-TZVPD",
  "multiplicity": 2,
  "energy_ha": -403.873392,
  "homo_lumo_gap_ev": [8.835, 5.105],
  "lumo_ev": [0.4, -3.3],
  "total_charge": 0,
  "s_squared": 0.753,
  "elements": ["C", "C", "N", "C", "C", "C", "O", "H", "H", "H", "H", "H", "H", "H", "H", "H", "H", "H", "H", "H", "H", "O"],
  "xyz": [[-3.81020, 0.55660, -0.06635], [-2.42552, 0.05608, 0.33883], [-1.51843, 0.19508, -0.79482], [0.44795, 0.09213, 1.32295], [0.24450, 0.08814, -0.19404], [1.42048, 0.82057, -0.92804], [2.70048, 0.45288, -0.54423], [-4.11608, 0.09018, -0.99655], [-4.55453, 0.42946, 0.71486], [-3.60773, 1.61296, -0.23654], [-2.07128, 0.60113, 1.22060], [-2.41639, -1.01198, 0.59511], [0.34732, -0.94831, -0.50538], [1.47638, -0.06454, 1.61717], [-0.12487, -0.72493, 1.78189], [0.10297, 1.03060, 1.75413], [-0.64694, 0.87592, -0.42496], [1.36228, 1.91038, -0.83832], [1.23268, 0.63336, -2.00511], [2.76580, -2.79773, 0.01583], [2.70721, -0.47649, -0.22627], [2.67816, -1.99248, 0.56879]],
  "forces_ev_per_a": [[1.19, 0.40, -0.13], [0.72, -1.10, 0.71], [2.06, 1.55, -0.12], [-1.15, -0.05, 0.12], [2.77, -3.19, 1.50], [-1.77, 0.88, -1.57], [0.05, -0.75, 0.54], [-0.21, -0.03, -0.06], [0.02, -0.10, 0.03], [-0.67, 0.21, -0.22], [-0.27, -0.03, -0.02], [-0.46, -0.01, 0.36], [-0.08, -0.08, -0.17], [0.28, 0.13, -0.23], [0.03, 0.29, -0.07], [0.08, 0.12, 0.17], [-2.80, 1.68, -1.21], [-0.15, -0.03, 0.31], [0.25, -0.04, 0.28], [-0.02, 0.20, 0.13], [0.11, 0.67, -0.35], [0.01, -0.72, 0.02]]
}

***

The following ΔE to the lowest compared entry with this formula, charge and spin values (in kJ/mol) correspond, in order, to the records above: 66.8 579.5 479.6.